Entry 1:
{
  "formula": "C26H78O26",
  "method": "ωB97M-V/def2-TZVPD",
  "elements": ["O", "O", "O", "O", "O", "O", "O", "O", "O", "O", "O", "O", "O", "O", "O", "O", "O", "O", "O", "O", "O", "O", "O", "O", "O", "O", "C", "C", "C", "C", "C", "C", "C", "C", "C", "C", "C", "C", "C", "C", "C", "C", "C", "C", "C", "C", "C", "C", "C", "C", "C", "C", "H", "H", "H", "H", "H", "H", "H", "H", "H", "H", "H", "H", "H", "H", "H", "H", "H", "H", "H", "H", "H", "H", "H", "H", "H", "H", "H", "H", "H", "H", "H", "H", "H", "H", "H", "H", "H", "H", "H", "H", "H", "H", "H", "H", "H", "H", "H", "H", "H", "H", "H", "H", "H", "H", "H", "H", "H", "H", "H", "H", "H", "H", "H", "H", "H", "H", "H", "H", "H", "H", "H", "H", "H", "H", "H", "H", "H", "H"],
  "positions_angstrom": [[1.823, -5.170, -2.734], [-2.249, -1.881, 3.965], [-2.868, -6.331, -2.214], [-0.443, 4.225, 3.490], [-1.396, -1.402, -3.599], [-0.421, 1.210, -3.939], [-0.676, -4.636, -1.030], [-3.663, -0.614, 1.893], [-0.178, -3.662, 4.055], [2.719, 3.682, 1.863], [-1.394, 1.000, 4.880], [2.203, 3.222, -2.533], [0.365, -3.480, 1.235], [2.454, 0.797, 3.601], [0.565, -5.089, -5.132], [3.929, 0.943, 6.652], [4.108, 2.190, -0.875], [3.959, 0.825, 1.869], [0.175, 3.019, 6.264], [1.318, 6.168, -2.653], [0.947, 0.510, -7.257], [-3.484, 2.558, -1.237], [-2.848, -2.559, -6.094], [0.964, -0.423, 1.209], [-0.742, -1.666, -0.944], [-4.163, 4.833, -3.039], [3.922, 0.272, 0.553], [-0.420, 1.929, 6.956], [-2.063, -4.403, -1.076], [-2.731, 3.026, -2.388], [-2.885, 4.514, -2.483], [0.667, -3.850, -4.421], [0.594, 0.847, -4.890], [-0.618, 0.751, 6.054], [0.210, 1.274, -6.291], [0.977, -3.026, 3.541], [-2.894, -5.642, -0.931], [1.586, 5.330, -1.508], [1.377, -3.629, 2.204], [3.225, 1.170, -0.434], [-3.340, -2.293, -4.784], [-3.578, -2.024, 1.951], [1.668, -3.870, -3.270], [1.227, 3.896, -1.781], [-2.693, -1.117, -4.106], [0.509, 3.541, 2.697], [4.264, 0.989, 5.264], [1.641, 4.498, 2.386], [-0.032, -0.443, -0.929], [-3.442, -2.405, 3.418], [-0.043, 0.213, 0.419], [3.155, 1.656, 4.493], [-4.285, -1.983, 3.973], [-0.850, 1.014, -6.427], [2.475, 2.165, 5.185], [1.249, -3.253, -2.467], [2.342, -3.189, 1.904], [1.961, 5.006, 3.296], [-1.431, -1.751, -2.696], [-0.892, 0.383, -3.762], [-0.324, -3.607, -4.032], [1.017, -0.613, -1.209], [1.308, 7.078, -2.347], [3.562, 4.137, 1.941], [1.782, -5.781, -3.481], [4.423, 1.667, 1.888], [2.686, 5.369, -1.402], [4.502, 0.301, 7.079], [1.555, 1.281, -4.594], [1.477, 5.208, 1.571], [0.224, 1.602, 7.780], [4.324, -0.041, 4.897], [-2.663, -2.389, 1.473], [-3.767, -0.340, 0.979], [0.304, 0.219, 5.792], [-2.448, -3.810, -1.923], [-0.353, 3.871, 4.382], [3.326, -0.633, 0.694], [1.835, -3.215, 4.191], [-2.342, -3.688, -0.294], [1.023, 3.435, -0.811], [-3.622, -2.664, -6.651], [-2.683, -0.213, -4.718], [-1.146, -0.014, 6.637], [2.381, 1.585, 0.134], [2.839, 0.572, -1.267], [-3.941, -5.362, -0.772], [-0.410, 0.217, -1.708], [0.708, -0.340, 2.133], [2.972, 0.785, 2.780], [0.284, 3.749, 6.879], [0.028, 3.079, 1.831], [-2.789, 4.914, -1.470], [-0.734, 1.125, 4.190], [-3.447, -3.494, 3.488], [-4.420, -2.106, -4.817], [-4.533, -2.457, 1.636], [-4.789, 5.030, -2.339], [5.224, 1.488, 5.104], [-3.208, -3.180, -4.152], [0.394, -0.199, -7.590], [2.604, -3.360, -3.529], [0.254, 3.897, -2.286], [1.617, -4.690, 2.357], [-0.899, -3.042, 3.852], [2.006, 3.467, -3.444], [-2.984, 2.474, -3.292], [-3.488, 1.598, -1.267], [-1.714, 2.773, -2.062], [0.815, -1.953, 3.405], [-0.447, -5.362, -1.621], [4.921, -0.029, 0.227], [0.504, -4.101, 0.511], [-1.009, -0.042, 0.882], [-1.400, 2.201, 7.364], [-3.497, -7.058, -2.182], [-2.139, 4.958, -3.140], [1.308, 5.816, -0.569], [0.735, -0.231, -4.795], [3.566, 2.707, -1.494], [-2.532, -6.340, -0.176], [-3.353, -0.876, -3.258], [-0.121, -5.618, -4.717], [0.875, -3.090, -5.174], [-2.412, -1.098, 4.500], [0.245, 2.335, -6.535], [1.019, 2.704, 3.189], [3.478, 2.481, 3.849], [-0.385, -2.256, -0.265], [0.012, 1.305, 0.420]],
  "atomic_forces_ev_per_a": [[0.01, -0.02, -0.01], [0.30, -0.34, 0.00], [0.30, 0.25, 0.25], [-0.07, -0.42, 0.08], [0.06, 0.40, -0.71], [0.39, 0.36, -0.33], [-0.13, 0.09, -0.28], [0.05, 0.24, -0.10], [0.19, 0.45, -0.07], [0.01, -0.29, 0.20], [0.47, -0.01, 0.32], [-0.35, 0.04, -0.25], [-0.14, 0.25, -0.19], [-1.94, -0.14, 2.81], [0.51, -0.13, 0.15], [-0.04, 0.23, 0.09], [-0.37, -0.16, 0.08], [2.10, 0.14, -1.63], [0.00, 0.05, -0.25], [-0.56, -0.42, 0.35], [0.39, 0.58, 0.01], [-0.64, 0.27, -0.50], [-0.05, 0.20, 0.21], [-0.05, 0.43, -0.16], [-0.48, 0.07, -0.24], [0.08, 0.28, -0.10], [-0.25, -0.70, -0.02], [-0.12, 0.05, 0.18], [-0.85, 0.74, 0.66], [0.94, -0.81, 1.70], [-0.87, -0.20, -0.15], [-1.05, -0.04, -0.34], [0.09, 0.32, 0.85], [-0.12, -1.33, -0.10], [-1.14, -1.49, -0.79], [-0.01, -0.69, -0.76], [-0.64, -0.59, -1.32], [2.37, 1.24, -0.48], [0.78, -0.27, 0.25], [0.15, -0.01, 0.55], [-0.38, -0.23, -0.15], [-0.02, 0.15, 1.19], [-0.19, 0.65, 0.35], [-1.61, 0.93, 0.93], [-0.47, -0.22, 1.02], [0.43, 0.14, 0.23], [0.02, -0.66, 0.09], [1.15, -0.53, -1.26], [0.92, 0.43, -0.32], [-0.32, 0.68, -0.15], [-0.87, -0.81, 0.92], [-0.70, 0.69, -1.03], [-0.15, -0.25, -0.06], [0.00, 0.12, 0.23], [-0.19, -0.46, 0.14], [-0.03, -0.08, -0.01], [-0.25, 0.30, -0.20], [-0.20, 0.06, 0.06], [0.07, 0.03, 0.22], [0.10, -0.06, 0.13], [0.05, 0.02, 0.05], [-0.05, -0.09, 0.05], [0.01, 0.04, -0.12], [-0.10, 0.25, -0.08], [0.14, 0.03, -0.10], [0.00, 0.12, -0.32], [-0.06, -0.44, 0.05], [0.02, 0.02, 0.02], [-0.14, 0.18, 0.10], [-0.71, 0.35, 0.46], [-0.03, 0.02, 0.03], [0.19, 0.10, -0.20], [-0.31, -0.13, -0.48], [0.02, 0.02, 0.00], [0.24, 0.55, -0.13], [0.61, -0.58, -0.59], [-0.19, 0.02, 0.21], [0.07, 0.09, -0.20], [-0.13, 0.28, 0.26], [0.50, -0.45, 0.51], [0.56, -0.48, -0.11], [0.16, -0.07, -0.21], [0.28, -0.20, -0.28], [-0.18, 0.23, 0.09], [-0.04, 0.09, -0.31], [0.11, 0.06, -0.06], [0.15, 0.08, 0.46], [-0.37, -0.09, 0.10], [0.26, 0.08, 0.11], [-0.22, -0.15, -0.16], [0.03, 0.00, 0.00], [0.00, 0.46, -0.27], [0.14, 0.14, -0.07], [-0.26, 0.17, -0.26], [0.10, 0.01, 0.19], [0.04, 0.07, -0.05], [0.32, -0.34, -0.56], [0.07, -0.13, 0.10], [0.04, 0.04, 0.11], [0.12, 0.01, -0.01], [-0.04, 0.01, 0.11], [0.23, -0.61, -0.19], [0.11, -0.17, -0.20], [-0.33, -0.04, 0.06], [-0.10, -0.28, 0.39], [0.39, -0.20, -0.14], [-0.11, 0.22, -0.14], [-0.02, 0.01, 0.00], [0.29, 0.26, -0.89], [0.10, 0.01, 0.28], [0.13, 0.08, -0.15], [0.04, 0.23, -0.02], [-0.15, -0.11, 0.04], [-0.09, 0.25, -0.15], [0.07, 0.23, -0.03], [0.07, -0.04, 0.02], [0.15, -0.08, 0.05], [-1.06, -0.47, -0.09], [-0.02, -0.08, -0.60], [0.41, 0.10, -0.05], [0.03, 0.32, 0.31], [0.01, 0.04, -0.02], [-0.07, 0.03, -0.04], [0.28, 0.07, 0.15], [0.03, 0.24, -0.22], [0.58, 0.08, 0.30], [-0.32, 0.01, 0.37], [0.65, 0.11, 0.27], [0.26, -0.05, 0.21], [0.45, 0.00, -0.27]],
  "lumo_energy_ha": 0.0066,
  "gap_ev": 9.568
}



Entry 2:
{
  "formula": "C3H7O",
  "method": "ωB97M-V/def2-TZVPD",
  "elements": ["O", "C", "C", "C", "H", "H", "H", "H", "H", "H", "H"],
  "positions_angstrom": [[0.355, 2.222, -0.261], [0.786, -1.574, 0.450], [-0.086, -0.877, -0.369], [-1.225, -0.236, 0.214], [0.433, -2.136, 1.304], [-2.049, 0.120, -0.394], [-1.186, -0.248, 1.289], [1.738, -1.896, 0.071], [0.918, 1.578, -0.727], [0.468, -0.449, -1.269], [-0.165, 1.483, 0.202]],
  "atomic_forces_ev_per_a": [[0.14, -1.28, 0.31], [-0.19, -0.72, -0.97], [1.20, 1.55, 1.61], [0.85, -0.36, -1.41], [-0.13, 0.19, 0.23], [-0.08, 0.15, 0.29], [-0.82, -0.12, 0.29], [0.49, -0.05, -0.15], [0.10, 0.69, -0.07], [-1.28, -0.84, 0.25], [-0.28, 0.79, -0.39]],
  "lumo_energy_ha": 0.1807,
  "gap_ev": 6.193,
  "charge": -1
}



Entry 3:
{
  "formula": "C18H21CdN2O7P",
  "method": "ωB97M-V/def2-TZVPD",
  "elements": ["Cd", "P", "O", "O", "O", "O", "O", "O", "O", "N", "N", "C", "C", "C", "C", "C", "C", "C", "C", "C", "C", "C", "C", "C", "C", "C", "C", "C", "C", "H", "H", "H", "H", "H", "H", "H", "H", "H", "H", "H", "H", "H", "H", "H", "H", "H", "H", "H", "H", "H"],
  "positions_angstrom": [[-0.446, -0.421, -4.274], [1.887, 0.755, 2.846], [2.534, -0.545, 2.914], [1.132, 0.571, -3.514], [0.810, 0.942, 3.979], [2.845, 2.004, 3.008], [2.725, -1.667, -3.375], [-6.753, -0.677, 1.181], [3.785, 0.625, 0.669], [0.568, -2.417, -4.038], [4.323, -1.784, -1.048], [-3.628, 0.707, 0.038], [1.559, -2.047, -3.569], [-2.567, 1.807, 0.282], [-6.136, 0.461, 0.621], [2.978, 0.120, -0.047], [-1.149, 1.333, 0.154], [0.768, 0.570, -1.116], [1.543, 0.520, 0.040], [-0.353, 1.252, 1.283], [1.456, 0.170, -2.389], [3.313, -0.888, -1.114], [-1.451, 1.074, -2.282], [4.962, -2.022, 0.274], [-0.580, 0.975, -1.066], [2.533, -0.781, -2.221], [4.068, -2.827, 1.231], [-4.701, 0.670, 1.137], [0.961, 0.855, 1.259], [2.957, 2.441, 2.155], [-1.898, 0.038, -2.528], [-6.152, 0.420, -0.469], [5.824, -2.642, 0.072], [-6.546, -1.448, 0.649], [0.589, 1.874, 4.108], [-3.158, -0.264, -0.090], [-4.153, 0.933, -0.887], [3.930, -2.678, -1.328], [-0.797, 1.526, 2.224], [-0.937, 1.492, -3.136], [-4.499, -0.154, 1.811], [5.350, -1.123, 0.719], [-2.711, 2.644, -0.394], [3.178, -3.192, 0.724], [-2.291, 1.726, -2.099], [4.607, -3.711, 1.546], [-6.756, 1.300, 0.910], [-4.669, 1.571, 1.737], [-2.687, 2.182, 1.289], [3.833, -2.270, 2.126]],
  "atomic_forces_ev_per_a": [[-1.48, -1.14, -0.87], [0.48, -1.04, 0.37], [0.05, -0.48, -0.12], [0.26, 0.85, -1.22], [-0.28, 0.46, -0.24], [-0.73, 0.38, -0.46], [0.98, 0.87, 1.67], [-0.07, -0.04, 0.01], [0.77, 0.05, 0.02], [-1.77, 0.16, 0.06], [-1.79, 0.53, 1.79], [-0.31, 0.61, -0.02], [0.61, -1.27, -1.99], [0.21, -0.49, -0.01], [0.05, -0.06, 0.14], [-0.52, 0.57, 0.20], [0.03, -0.12, -0.21], [0.06, 0.15, -0.70], [-0.42, -0.38, -0.04], [-0.35, 0.17, 0.18], [1.52, -0.44, 3.20], [1.31, -0.83, -0.22], [-0.27, -1.23, -0.41], [0.70, -0.83, 0.28], [0.48, 0.11, -0.24], [-1.11, 0.95, -0.78], [0.41, -0.04, -0.16], [-0.10, -0.40, -0.14], [1.01, 0.52, 0.38], [0.50, 0.24, 0.08], [0.08, 0.88, 0.31], [0.00, -0.04, -0.17], [0.28, 0.05, -0.38], [-0.02, -0.15, -0.02], [-0.03, 0.01, 0.44], [0.07, -0.19, 0.07], [0.07, -0.02, -0.32], [0.70, -0.21, -1.00], [-0.11, -0.01, 0.23], [0.19, 0.60, -0.19], [0.06, -0.10, 0.25], [-0.18, 0.44, -0.15], [-0.17, 0.26, 0.01], [-0.34, 0.10, 0.11], [-0.41, -0.09, -0.19], [0.11, -0.22, 0.08], [-0.13, 0.20, 0.06], [0.08, 0.27, 0.05], [-0.04, 0.23, 0.20], [-0.44, 0.22, 0.03]],
  "lumo_energy_ha": -0.3662,
  "gap_ev": 4.441,
  "charge": 2
}



Computed E_HOMO, in the same sequence as the records: -9.39; -1.28; -14.41 eV.